ORCA calculation (ωB97M-V/def2-TZVPD) on an isolated ion of composition C8H11O2S and charge -1 at a distorted geometry.

Results
Electronic energy in Ha: -860.0296
E_HOMO in eV: -3.820
Energy above the lowest of the compared OMol25 structures with the same formula, charge and spin in kJ/mol: 249.9
SMILES string: CC[C@]1(C)S[C@@]1([O-])C(C)=C=O
HOMO-LUMO gap in eV: 7.344
LUMO level in eV: 3.52

ORCA input file:
```
! wB97M-V def2-TZVPD RIJCOSX def2/J DEFGRID3
* xyz -1 1
C 1.1363 0.0117 2.8114
C 1.3085 0.1464 1.2893
C 0.1161 0.3584 0.4404
C -0.5730 1.7559 0.6308
S -1.2496 -0.9637 0.6320
C 0.2184 -0.5053 -0.8206
O 1.3456 -0.9901 -1.1521
C -0.5906 -0.2421 -2.0444
C -0.8874 -1.7547 -2.2972
C -1.3220 0.6478 -2.6651
O -1.9074 1.5698 -3.2059
H 1.1090 0.9994 3.2891
H 2.0412 -0.4118 3.1883
H 0.2014 -0.5504 3.0701
H 1.7739 -0.8050 0.8422
H 2.1263 0.8204 0.8943
H 0.2514 2.4519 0.6401
H -1.1174 1.6376 1.6039
H -1.3933 1.9190 -0.0833
H -1.0078 -1.8692 -3.3871
H -1.6685 -1.9618 -1.5890
H 0.0888 -2.2640 -2.0870
*
```

Atomic partial charges in e from the Löwdin method, atoms 1 to 6: -0.1207 -0.2980 -0.6782 -0.0870 0.6305 -0.6946